DFT (ωB97M-V/def2-TZVPD) results for a cluster of 3 separate species, CH4N2O2S in total at a distorted geometry.

Atoms and positions in Å:
1 C -0.27503 3.35448 2.08986
2 N 0.29328 2.88054 1.17728
3 N 0.07805 -0.99166 0.06575
4 O 3.87177 -1.00869 -0.00523
5 O 2.82293 0.94152 -0.94244
6 S 3.12881 -0.42658 -1.08919
7 H 0.71779 -0.19708 0.41415
8 H 1.03592 2.57371 0.56047
9 H -0.87266 -0.84801 0.52343
10 H 0.52778 -1.83919 0.47467

Computed properties:
Frontier orbital gap (eV): 9.39
Maximum force (eV/Å): 2.3
Energy relative to the best compared isomer or geometry (same formula, charge and spin) (kcal/mol): 35.2
LUMO energy (eV): -1.39
Highest occupied orbital energy (eV): -10.77